# 1
C23H44NP3SeTl | ωB97M-V/def2-TZVPD

Structure (XYZ):
```
73
Properties=species:S:1:pos:R:3
Tl 1.00 -0.08 -0.57
P -1.88 -0.91 2.10
P 1.29 -3.18 -0.53
P -2.10 -1.14 -1.16
H -0.54 4.39 -0.88
C -1.61 4.17 -0.88
C -2.28 3.86 0.24
H -1.79 3.74 1.22
C -1.29 -0.31 3.74
C -2.34 -2.62 2.62
C -3.55 -0.13 2.16
C 2.38 -3.55 -1.96
C 2.38 -3.73 0.83
C 0.08 -4.56 -0.63
C -3.21 0.31 -1.34
C -3.36 -2.47 -0.95
C -1.77 -1.42 -2.95
H -2.12 4.25 -1.85
H -3.37 3.70 0.23
H -0.80 0.66 3.62
H -0.56 -1.02 4.16
H -2.14 -0.20 4.43
H -1.43 -3.11 3.01
H -2.72 -3.19 1.77
H -3.10 -2.58 3.41
H -3.45 0.93 1.88
H -3.93 -0.19 3.19
H -4.25 -0.63 1.48
H 2.94 -4.48 -1.79
H 3.08 -2.71 -2.08
H 1.76 -3.63 -2.87
H 3.10 -4.47 0.48
H 1.77 -4.15 1.64
H 2.92 -2.84 1.21
H 0.57 -5.51 -0.89
H -0.67 -4.31 -1.39
H -0.42 -4.66 0.35
H -3.72 0.24 -2.31
H -2.62 1.23 -1.29
H -3.96 0.33 -0.54
H -3.96 -2.54 -1.86
H -4.01 -2.27 -0.09
H -2.85 -3.43 -0.78
H -2.74 -1.44 -3.47
H -1.25 -2.37 -3.09
H -1.15 -0.61 -3.36
C 1.57 2.04 -4.31
C 1.02 3.20 -3.75
C 1.09 4.41 -4.46
C 1.70 4.45 -5.72
C 2.25 3.29 -6.28
C 2.19 2.09 -5.57
Se 1.55 0.34 -3.37
H 2.43 0.95 -2.25
H 0.55 3.15 -2.76
H 0.68 5.32 -4.01
H 1.75 5.39 -6.27
H 2.74 3.32 -7.25
H 2.64 1.17 -5.98
C 3.29 1.91 5.87
C 2.72 1.42 4.57
C 2.24 2.32 3.60
C 1.74 1.81 2.40
N 1.71 0.50 2.14
C 2.15 -0.37 3.07
C 2.67 0.06 4.29
H 4.27 1.45 6.06
H 3.40 3.00 5.85
H 2.63 1.63 6.70
H 2.27 3.40 3.75
H 1.37 2.48 1.61
H 2.07 -1.44 2.83
H 3.00 -0.68 5.01
```

Values from the calculation:
Frontier orbital gap (spin up / spin down), eV: 4.15 / 4.83
Charge: +3



# 2
C23H45N2O13P2S2 | ωB97M-V/def2-TZVPD

Structure (XYZ):
```
87
Properties=species:S:1:pos:R:3
C -3.52 -0.94 -2.17
C -2.38 -0.53 -1.26
C -1.50 0.45 -1.69
C -0.45 0.85 -0.86
C -0.33 0.28 0.38
C -1.22 -0.68 0.83
C -1.04 -1.20 2.24
S -1.14 0.26 3.32
O 0.22 0.77 3.44
O -2.03 1.17 2.63
N -1.73 -0.25 4.70
S -2.22 0.90 5.70
O -3.38 1.62 5.23
O -2.44 0.35 7.02
C -0.94 2.15 5.87
C -1.19 3.37 4.98
C -0.09 4.43 4.99
N 1.17 4.18 5.59
O -0.28 5.49 4.43
C -2.24 -1.10 0.00
H -3.50 -0.32 -3.07
H -3.43 -1.99 -2.46
H -4.46 -0.77 -1.66
H -1.62 0.92 -2.66
H 0.26 1.60 -1.18
H 0.48 0.63 1.01
H -1.78 -1.96 2.50
H -0.05 -1.66 2.30
H 0.05 1.75 5.64
H -0.94 2.45 6.92
H -1.32 3.07 3.94
H -2.11 3.88 5.26
H 1.87 3.95 4.91
H 1.12 3.49 6.33
H -2.93 -1.86 0.35
O -2.79 -5.36 -2.49
P -2.30 -6.53 -1.74
O -2.98 -6.54 -0.28
C -4.36 -6.22 -0.11
C -5.24 -7.45 -0.21
O -0.78 -6.18 -1.35
C -0.08 -5.08 -1.95
C -0.10 -3.88 -1.03
O -1.93 -8.10 -1.87
C -2.80 -9.01 -2.57
C -3.36 -8.44 -3.85
H -4.67 -5.46 -0.83
H -4.45 -5.78 0.88
H -5.25 -7.83 -1.23
H -6.27 -7.21 0.07
H -4.87 -8.24 0.44
H -0.51 -4.84 -2.92
H 0.94 -5.42 -2.11
H -1.12 -3.58 -0.80
H 0.41 -3.04 -1.48
H 0.38 -4.12 -0.08
H -3.60 -9.34 -1.90
H -2.19 -9.89 -2.79
H -4.06 -7.62 -3.65
H -3.90 -9.21 -4.41
H -2.57 -8.04 -4.48
O 4.67 6.28 -2.90
P 4.08 5.38 -1.88
O 5.41 4.44 -1.55
C 6.69 5.02 -1.35
C 6.93 5.35 0.12
O 3.19 4.36 -2.75
C 2.69 4.71 -4.04
C 3.56 4.11 -5.12
O 3.35 4.82 -0.53
C 3.31 5.47 0.74
C 3.06 6.96 0.66
H 6.82 5.91 -1.96
H 7.42 4.28 -1.68
H 6.28 6.17 0.44
H 7.96 5.65 0.28
H 6.71 4.49 0.75
H 2.62 5.79 -4.15
H 1.68 4.31 -4.11
H 4.59 4.45 -5.03
H 3.19 4.39 -6.11
H 3.57 3.02 -5.04
H 4.24 5.26 1.28
H 2.51 5.00 1.30
H 3.91 7.48 0.19
H 2.92 7.38 1.65
H 2.18 7.17 0.05
```

Values from the calculation:
Frontier orbital gap, eV: 7.48
Charge: -1



# 3
C23H45N2O7 | ωB97M-V/def2-TZVPD

Structure (XYZ):
```
77
Properties=species:S:1:pos:R:3
O 3.13 -1.26 -0.43
C 3.33 -2.49 -0.58
O 3.56 -3.05 -1.72
C 3.36 -3.40 0.70
O 4.02 -4.67 0.55
C 5.36 -4.60 0.99
O 6.09 -3.82 0.03
C 6.79 -2.72 0.65
C 7.09 -1.67 -0.49
O 7.52 -2.36 -1.67
H 2.29 -3.51 1.04
H 3.89 -2.85 1.53
H 5.45 -4.20 2.04
H 5.77 -5.65 0.90
H 6.18 -2.19 1.42
H 7.74 -3.17 1.08
H 6.14 -1.14 -0.78
H 7.82 -0.88 -0.15
H 8.08 -3.12 -1.43
C -1.73 0.61 -4.50
C -1.54 1.99 -3.83
C -0.55 2.84 -4.67
C 0.90 2.39 -4.52
C 1.30 2.32 -3.05
C 0.35 1.47 -2.20
N -1.09 1.82 -2.42
O -1.33 2.96 -1.78
C 0.58 -0.02 -2.50
C 0.76 1.60 -0.72
C -2.93 2.64 -3.93
H -2.15 -0.11 -3.80
H -2.42 0.67 -5.34
H -0.81 0.20 -4.91
H -0.62 3.89 -4.37
H -0.83 2.80 -5.72
H 1.06 1.42 -5.00
H 1.55 3.10 -5.04
H 2.32 1.93 -2.97
H 1.34 3.35 -2.65
H -0.16 -0.65 -2.00
H 1.56 -0.34 -2.15
H 0.57 -0.27 -3.56
H 0.76 2.63 -0.37
H 1.77 1.23 -0.57
H 0.09 1.02 -0.08
H -3.67 2.08 -3.35
H -3.27 2.67 -4.96
H -2.94 3.68 -3.58
C -5.11 0.81 3.86
C -3.87 -0.03 4.22
C -2.76 0.89 4.76
C -2.08 1.71 3.66
C -1.58 0.80 2.54
C -2.68 -0.11 1.97
N -3.43 -0.83 3.04
O -2.66 -1.82 3.49
C -3.66 0.72 1.11
C -2.04 -1.08 0.96
C -4.36 -0.92 5.38
H -5.79 0.26 3.20
H -5.69 1.07 4.75
H -4.87 1.76 3.39
H -2.00 0.29 5.27
H -3.17 1.57 5.51
H -2.75 2.47 3.27
H -1.23 2.25 4.09
H -1.17 1.42 1.74
H -0.75 0.20 2.92
H -4.51 0.11 0.79
H -3.16 1.08 0.20
H -4.03 1.61 1.60
H -1.24 -1.67 1.39
H -1.60 -0.52 0.13
H -2.79 -1.76 0.54
H -5.15 -1.60 5.05
H -4.76 -0.31 6.19
H -3.56 -1.52 5.82
```

Values from the calculation:
Expectation value of S²: 2.009
Frontier orbital gap (spin up / spin down), eV: 6.63 / 6.17
Spin multiplicity: 3
Charge: -1



# 4
C23H45NO4Si2Tb | ωB97M-V/def2-TZVPD

Structure (XYZ):
```
76
Properties=species:S:1:pos:R:3
C 2.08 1.88 2.19
C 1.68 3.50 2.22
C 1.09 4.01 0.76
C -0.52 4.36 0.86
O -1.34 3.19 0.53
Si -2.49 3.71 -0.73
C -1.65 3.83 -2.46
C -2.06 2.62 -3.51
O -0.85 1.80 -3.86
C -0.57 0.93 -2.68
O 0.31 1.36 -1.74
O -3.90 2.66 -0.82
Si -3.62 1.12 -0.01
C -4.49 -0.40 -0.89
C -5.17 -1.27 0.31
C -4.87 -2.87 0.31
C -3.37 -3.33 -0.12
C -2.14 -2.43 0.46
C -2.28 -1.93 2.01
C -1.14 -2.74 2.89
C 0.38 -2.15 2.75
C 1.39 -3.11 1.84
C 2.51 -2.08 1.17
C 3.55 -2.89 0.16
C 3.53 -2.24 -1.38
N 4.72 -1.33 -1.60
C 4.96 -1.08 -3.10
C 6.29 -0.11 -3.19
C 6.74 0.13 -1.63
C 5.68 -0.65 -0.65
H 1.27 1.23 1.66
H 2.31 1.50 3.28
H 3.11 1.80 1.60
H 0.92 3.70 3.10
H 2.70 4.07 2.39
H 1.64 5.04 0.48
H 1.35 3.26 -0.12
H -0.86 4.71 1.95
H -0.78 5.19 0.04
H -2.98 5.06 -0.37
H -0.49 3.83 -2.29
H -1.92 4.87 -2.95
H -2.45 3.17 -4.49
H -2.93 1.93 -3.13
H -1.06 -0.11 -2.49
H -4.12 1.23 1.39
H -2.21 0.75 0.12
H -5.27 0.07 -1.63
H -3.69 -0.96 -1.54
H -6.35 -1.15 0.18
H -4.95 -0.84 1.40
H -5.64 -3.39 -0.44
H -5.18 -3.28 1.39
H -3.31 -3.45 -1.30
H -3.21 -4.44 0.30
H -1.94 -1.57 -0.33
H -1.16 -3.12 0.40
H -2.00 -0.77 2.07
H -3.33 -2.08 2.49
H -1.15 -3.85 2.47
H -1.50 -2.71 4.00
H 0.85 -2.17 3.84
H 0.45 -1.03 2.39
H 2.01 -3.87 2.51
H 0.82 -3.76 1.04
H 1.95 -1.29 0.49
H 3.18 -1.55 1.98
H 3.17 -4.00 0.09
H 4.65 -2.95 0.59
H 2.49 -1.78 -1.64
H 3.67 -3.17 -2.11
H 4.34 -1.48 -4.03
H 6.81 0.32 -4.17
H 7.67 0.77 -1.29
H 5.62 -0.71 0.52
Tb 3.05 2.45 0.09
```

Values from the calculation:
Expectation value of S²: 12.560
Frontier orbital gap (spin up / spin down), eV: 5.45 / 3.53
Spin multiplicity: 7
Charge: +3



# 5
C23H46N2O5S | ωB97M-V/def2-TZVPD

Structure (XYZ):
```
77
Properties=species:S:1:pos:R:3
C 0.82 -0.98 5.02
C 0.51 -2.19 4.11
C -0.92 -2.69 4.39
C -1.40 -3.80 3.43
C -2.56 -3.45 2.48
C -2.24 -2.36 1.40
C -3.25 -2.52 0.26
C -4.67 -2.99 0.68
C -5.74 -2.60 -0.35
S -7.40 -2.73 0.44
O -0.87 -2.65 1.08
C -0.42 -2.59 -0.21
O -0.63 -3.39 -1.02
C 0.57 -1.48 -0.57
C 0.25 -0.76 -1.87
C 1.11 0.49 -1.96
O 0.67 1.50 -1.06
N -2.27 -1.04 2.08
C -3.59 -0.62 2.53
C -4.00 -0.75 3.99
O -4.35 -0.13 1.80
C -1.73 0.04 1.28
C -0.80 0.99 2.03
O -1.98 0.25 0.16
H 1.04 -0.08 4.45
H -0.02 -0.74 5.68
H 1.67 -1.16 5.67
H 1.22 -2.97 4.41
H 0.65 -1.94 3.06
H -1.56 -1.81 4.43
H -0.90 -3.10 5.40
H -0.56 -4.25 2.92
H -1.79 -4.60 4.07
H -3.45 -3.23 3.05
H -2.72 -4.36 1.89
H -3.41 -1.59 -0.28
H -2.95 -3.24 -0.50
H -4.99 -2.64 1.66
H -4.65 -4.08 0.73
H -5.79 -3.31 -1.16
H -5.65 -1.57 -0.69
H -7.38 -1.80 1.42
H 0.75 -0.80 0.27
H 1.51 -2.01 -0.72
H 0.54 -1.37 -2.73
H -0.81 -0.52 -2.00
H 2.15 0.27 -1.69
H 1.13 0.90 -2.98
H 1.33 1.60 -0.36
H -4.80 -0.04 4.17
H -3.19 -0.51 4.67
H -4.40 -1.75 4.19
H -1.02 2.02 1.80
H 0.23 0.73 1.81
H -0.94 0.81 3.10
C 5.55 5.56 -2.70
C 5.34 4.66 -3.91
N 4.83 3.34 -3.56
C 4.88 2.40 -4.67
C 4.01 2.68 -5.90
C 3.61 3.32 -2.78
C 2.37 4.00 -3.36
H 6.21 5.09 -1.97
H 6.01 6.50 -3.02
H 4.61 5.81 -2.21
H 6.31 4.53 -4.40
H 4.69 5.18 -4.63
H 4.65 1.40 -4.29
H 5.93 2.34 -5.00
H 2.96 2.46 -5.71
H 4.33 2.04 -6.73
H 4.10 3.72 -6.24
H 3.82 3.77 -1.80
H 3.36 2.28 -2.54
H 2.60 4.97 -3.81
H 1.64 4.18 -2.56
H 1.87 3.38 -4.11
```

Values from the calculation:
Frontier orbital gap, eV: 8.66
SMILES: CCCCC[C@](CCCS)(OC(=O)CCCO)N(C(C)=O)C(C)=O.CCN(CC)CC



# 6
C23H46N2O7 | ωB97M-V/def2-TZVPD

Structure (XYZ):
```
78
Properties=species:S:1:pos:R:3
C 0.71 -0.79 1.85
N -0.08 -1.02 0.64
C -1.43 -0.54 0.71
C 0.45 -1.64 -0.43
O -0.12 -1.92 -1.47
H 1.69 -1.26 1.72
H 0.21 -1.29 2.68
H 0.85 0.28 1.97
H -2.11 -0.83 -0.10
H -1.94 -1.10 1.50
H -1.63 0.53 0.68
H 1.51 -1.87 -0.22
C 1.92 0.07 5.36
C 3.08 -0.82 5.00
C 3.32 -2.03 5.85
O 3.72 -0.62 4.00
H 0.98 -0.48 5.40
H 1.78 0.80 4.56
H 2.10 0.54 6.33
H 4.37 -2.14 6.13
H 2.94 -2.89 5.30
H 2.84 -2.01 6.83
C 0.14 2.81 0.87
C 1.23 3.84 1.02
C 1.93 4.09 2.34
O 1.68 4.34 0.00
H -0.66 3.08 0.19
H -0.37 2.73 1.84
H 0.62 1.86 0.63
H 1.25 4.14 3.19
H 2.42 5.05 2.20
H 2.64 3.28 2.51
C 0.47 3.70 -3.39
C -0.06 2.30 -3.46
C 0.74 1.22 -2.75
O -1.09 2.04 -4.03
H -0.41 4.32 -3.55
H 1.18 3.71 -4.22
H 1.00 3.89 -2.46
H 0.49 1.01 -1.71
H 1.80 1.21 -3.01
H 0.36 0.28 -3.16
C -4.71 -2.45 4.93
C -3.79 -1.59 4.14
C -2.32 -1.49 4.56
O -4.15 -0.93 3.19
H -5.70 -2.56 4.50
H -4.79 -1.99 5.92
H -4.21 -3.40 5.17
H -1.83 -2.27 3.98
H -2.30 -1.61 5.65
H -1.77 -0.58 4.35
C -3.52 -1.62 -2.98
C -4.24 -0.44 -2.39
C -3.38 0.78 -2.14
O -5.41 -0.46 -2.11
H -3.85 -2.51 -2.43
H -2.44 -1.53 -2.92
H -3.85 -1.76 -4.01
H -2.46 0.59 -1.59
H -3.96 1.44 -1.49
H -3.00 1.32 -3.01
C -0.25 -0.48 -6.17
C 1.03 -0.94 -5.49
C 0.99 -2.25 -4.75
O 2.03 -0.25 -5.53
H -0.60 -1.19 -6.91
H -0.07 0.51 -6.57
H -1.02 -0.29 -5.41
H 0.07 -2.21 -4.17
H 1.84 -2.39 -4.08
H 0.97 -3.08 -5.46
C 4.48 -0.27 -2.83
C 4.14 -0.59 -1.45
N 3.88 -0.86 -0.36
H 5.49 -0.58 -3.06
H 4.50 0.81 -2.98
H 3.73 -0.75 -3.47
```

Values from the calculation:
Energy relative to the best compared isomer or geometry (same formula, charge and spin), kJ/mol: 93.92
Frontier orbital gap, eV: 9.49
SMILES: CN(C)C=O.CC(C)=O.CC(C)=O.CC(C)=O.CC(C)=O.CC(C)=O.CC(C)=O.CC#N